*i*
ORCA calculation (ωB97M-V with the def2-TZVPD basis set) on a structure of composition C51H41I4IrN5O2Si.

The lowest unoccupied orbital energy (alpha / beta) is -0.0502 / -0.0486 hartree. For the orbital gap (alpha / beta), the calculation gives 5.377 / 5.470 eV.

Structure (ORCA input):
```
! wB97M-V def2-TZVPD RIJCOSX def2/J DEFGRID3
* xyz 0 2
Ir -0.171 0.464 0.568
I -8.154 -1.093 5.963
C -6.448 -0.799 4.773
C -5.495 0.127 5.164
C -4.373 0.321 4.371
C -4.197 -0.405 3.198
C -5.165 -1.333 2.827
C -6.295 -1.532 3.608
C -2.990 -0.182 2.348
C -1.937 -1.083 2.479
C -1.939 -2.268 3.296
C -0.761 -2.902 3.083
C 0.007 -2.085 2.175
C 1.360 -2.258 1.825
C 1.961 -3.580 1.666
C 3.326 -3.735 1.366
C 3.890 -4.978 1.144
C 3.094 -6.111 1.196
I 3.939 -7.994 0.823
C 1.734 -5.995 1.429
C 1.178 -4.747 1.646
C 2.162 -1.083 1.649
N 1.763 0.033 0.990
C 2.781 0.968 1.092
C 2.780 2.181 0.402
C 3.903 3.131 0.558
C 5.243 2.748 0.471
C 6.267 3.658 0.682
C 5.960 4.976 0.977
I 7.504 6.355 1.314
C 4.640 5.393 1.046
C 3.626 4.474 0.834
C 1.713 2.596 -0.436
C 1.781 3.609 -1.449
C 0.527 3.763 -1.955
C -0.326 2.871 -1.228
N 0.441 2.124 -0.367
C -1.724 2.914 -1.172
C -2.494 2.234 -0.223
C -3.875 2.485 0.086
C -4.206 1.672 1.123
C -3.043 0.884 1.432
N -2.023 1.258 0.617
C -2.425 3.825 -2.121
C -2.533 5.188 -1.866
C -3.173 6.031 -2.763
C -3.709 5.504 -3.926
I -4.672 6.771 -5.296
C -3.617 4.149 -4.201
C -2.977 3.318 -3.293
C 3.805 0.428 1.933
C 3.443 -0.852 2.236
N -0.732 -0.992 1.832
H -5.619 0.691 6.078
H -3.622 1.043 4.667
H -5.029 -1.902 1.915
H -7.044 -2.252 3.309
H -2.742 -2.588 3.940
H -0.417 -3.801 3.563
H 3.956 -2.863 1.273
H 4.944 -5.063 0.916
H 1.099 -6.871 1.414
H 0.106 -4.665 1.722
H 5.490 1.732 0.193
H 7.299 3.341 0.609
H 4.401 6.422 1.273
H 2.595 4.794 0.917
H 2.672 4.142 -1.742
H 0.209 4.445 -2.727
H -4.504 3.203 -0.416
H -5.159 1.598 1.622
H -2.112 5.594 -0.954
H -3.251 7.089 -2.553
H -4.038 3.743 -5.110
H -2.906 2.257 -3.505
H 4.686 0.935 2.285
H 3.978 -1.546 2.863
N -1.706 -0.300 -1.926
C -2.335 -1.569 -2.306
C -1.321 -2.715 -2.431
C -0.583 -2.844 -1.119
O -1.043 -3.481 -0.205
O 0.539 -2.141 -0.931
H -2.421 0.377 -1.689
H -1.185 0.088 -2.706
H -2.890 -1.500 -3.249
H -3.045 -1.831 -1.521
H -0.656 -2.557 -3.280
H -1.869 -3.643 -2.582
C 4.148 -2.793 -2.405
Si 2.353 -3.038 -2.884
C 1.726 -4.711 -2.315
C 2.124 -2.823 -4.741
C 1.345 -1.649 -2.019
H 4.794 -3.536 -2.879
H 4.269 -2.887 -1.323
H 4.508 -1.804 -2.699
H 2.481 -5.480 -2.493
H 0.820 -5.009 -2.848
H 1.505 -4.712 -1.245
H 2.870 -3.398 -5.295
H 2.234 -1.776 -5.030
H 1.142 -3.167 -5.072
H 0.746 -1.058 -2.713
H 2.029 -0.950 -1.534
*
```

*ii*
ORCA calculation (ωB97M-V with the def2-TZVPD basis set) on a structure of composition C51H41I4IrN5O2Si.

The lowest unoccupied orbital energy (alpha / beta) is -0.0522 / -0.0522 hartree. For the orbital gap (alpha / beta), the calculation gives 6.040 / 6.041 eV.

Structure (ORCA input):
```
! wB97M-V def2-TZVPD RIJCOSX def2/J DEFGRID3
* xyz 0 2
Ir -0.370 0.798 -0.155
I -7.105 -6.206 -1.438
C -5.638 -4.751 -1.150
C -4.451 -5.089 -0.518
C -3.481 -4.117 -0.327
C -3.685 -2.805 -0.753
C -4.879 -2.494 -1.398
C -5.857 -3.457 -1.596
C -2.651 -1.750 -0.550
C -2.209 -1.478 0.745
C -2.611 -2.180 1.940
C -1.885 -1.682 2.961
C -1.083 -0.613 2.427
C -0.310 0.249 3.187
C -0.070 -0.117 4.614
C 1.123 -0.739 4.966
C 1.345 -1.156 6.271
C 0.368 -0.937 7.230
I 0.675 -1.596 9.185
C -0.814 -0.289 6.903
C -1.030 0.114 5.593
C 0.192 1.469 2.733
N 0.071 1.940 1.464
C 0.557 3.208 1.454
C 0.782 3.991 0.321
C 1.094 5.429 0.558
C 0.114 6.246 1.113
C 0.359 7.590 1.350
C 1.604 8.117 1.040
I 1.989 10.135 1.408
C 2.599 7.317 0.499
C 2.338 5.976 0.257
C 0.733 3.520 -0.985
C 1.118 4.265 -2.155
C 0.896 3.473 -3.226
C 0.330 2.242 -2.732
N 0.274 2.286 -1.375
C -0.251 1.253 -3.535
C -1.021 0.208 -3.054
C -1.662 -0.794 -3.859
C -2.365 -1.595 -3.031
C -2.151 -1.129 -1.688
N -1.313 -0.035 -1.721
C -0.082 1.385 -5.011
C -1.182 1.543 -5.851
C -1.025 1.617 -7.227
C 0.248 1.532 -7.773
I 0.490 1.601 -9.843
C 1.359 1.395 -6.955
C 1.187 1.329 -5.580
C 0.972 3.570 2.785
C 0.775 2.486 3.567
N -1.303 -0.514 1.075
H -4.276 -6.104 -0.187
H -2.537 -4.386 0.131
H -5.049 -1.480 -1.738
H -6.781 -3.198 -2.095
H -3.350 -2.960 1.990
H -1.904 -1.989 3.993
H 1.879 -0.903 4.207
H 2.272 -1.650 6.531
H -1.560 -0.095 7.662
H -1.956 0.610 5.328
H -0.855 5.825 1.353
H -0.411 8.217 1.778
H 3.574 7.729 0.280
H 3.116 5.337 -0.142
H 1.510 5.268 -2.152
H 1.066 3.706 -4.264
H -1.570 -0.896 -4.928
H -2.945 -2.461 -3.303
H -2.172 1.617 -5.419
H -1.890 1.727 -7.866
H 2.350 1.322 -7.383
H 2.055 1.216 -4.940
H 1.399 4.519 3.061
H 1.000 2.373 4.615
N 1.779 -1.277 -2.311
C 3.102 -0.920 -1.813
C 3.218 0.558 -1.441
C 2.563 0.960 -0.124
O 3.073 1.815 0.566
O 1.493 0.271 0.253
H 1.671 -2.278 -2.396
H 1.594 -0.851 -3.211
H 3.894 -1.141 -2.542
H 3.305 -1.526 -0.927
H 2.766 1.179 -2.223
H 4.266 0.835 -1.344
C -0.004 -4.647 3.063
Si 1.296 -4.361 1.740
C 1.282 -5.817 0.556
C 2.965 -4.254 2.590
C 0.965 -2.827 0.771
H 0.170 -5.590 3.588
H -1.009 -4.673 2.635
H 0.019 -3.839 3.799
H 1.344 -6.770 1.087
H 2.131 -5.761 -0.129
H 0.370 -5.826 -0.046
H 3.026 -4.957 3.424
H 3.144 -3.251 2.984
H 3.777 -4.483 1.897
H 1.319 -1.840 1.045
H 0.409 -2.837 -0.164
*
```

Tell me which of them is the least stable. Sure, it is *ii*.

*i*
ORCA calculation (ωB97M-V with the def2-TZVPD basis set) on a cluster of 2 separate species, C4H8 in total.

The SMILES is C=C.C=C. The lowest unoccupied orbital energy is 0.0460 hartree. For the orbital gap, the calculation gives 11.306 eV.

Structure (ORCA input):
```
! wB97M-V def2-TZVPD RIJCOSX def2/J DEFGRID3
* xyz 0 1
C 1.729 -0.038 1.347
C 1.139 0.101 2.529
H 2.295 0.750 0.884
H 1.581 -1.028 0.945
H 1.315 0.930 3.207
H 0.508 -0.690 2.914
C -1.780 -0.160 -1.442
C -1.046 0.165 -2.499
H -2.347 -1.083 -1.502
H -1.850 0.426 -0.537
H -1.011 -0.492 -3.353
H -0.533 1.119 -2.493
*
```

*ii*
ORCA calculation (ωB97M-V with the def2-TZVPD basis set) on a cluster of 2 separate species, C4H8 in total.

The SMILES is C=C.C=C. The lowest unoccupied orbital energy is 0.0462 hartree. For the orbital gap, the calculation gives 10.729 eV.

Structure (ORCA input):
```
! wB97M-V def2-TZVPD RIJCOSX def2/J DEFGRID3
* xyz 0 1
C -0.077 -1.437 -0.464
C -1.339 -1.770 -0.184
H 0.324 -1.249 -1.460
H 0.661 -1.215 0.283
H -2.070 -1.632 -0.965
H -1.517 -2.266 0.760
C 1.134 1.222 0.655
C 0.244 1.983 0.006
H 0.890 0.927 1.669
H 2.056 0.971 0.157
H -0.784 2.025 0.363
H 0.468 2.455 -0.945
*
```

*iii*
ORCA calculation (ωB97M-V with the def2-TZVPD basis set) on a cluster of 2 separate species, C4H8 in total.

The SMILES is C=C.C=C. The lowest unoccupied orbital energy is 0.0453 hartree. For the orbital gap, the calculation gives 11.149 eV.

Structure (ORCA input):
```
! wB97M-V def2-TZVPD RIJCOSX def2/J DEFGRID3
* xyz 0 1
C -2.107 -0.499 0.192
C -1.455 0.438 -0.389
C 2.108 -0.488 -0.164
C 1.507 0.514 0.395
H -1.967 -1.448 -0.014
H -2.777 -0.140 1.020
H -0.649 0.334 -1.158
H -1.983 1.487 -0.439
H 3.069 -0.488 -0.630
H 1.684 -1.422 -0.091
H 1.773 1.492 0.166
H 0.538 0.396 0.945
*
```

Tell me which of them is the least stable. Sure, it is *iii*.